1.
Density functional theory data (ωB97M-V/def2-TZVPD) for a structure of composition C27H27F10N5RuSSe2.

Element x y z (Å)
Ru: -0.016 0.014 0.866
C: 2.776 -1.463 1.083
N: 1.582 -1.000 1.817
C: 2.019 0.059 2.753
C: 2.331 1.324 1.980
N: 1.356 1.540 0.883
C: 1.813 2.492 -0.038
C: 2.772 3.491 0.250
F: 3.222 3.709 1.497
C: 3.277 4.374 -0.690
F: 4.189 5.263 -0.312
C: 2.829 4.364 -1.993
F: 3.305 5.211 -2.893
C: 1.835 3.462 -2.312
F: 1.319 3.438 -3.538
C: 1.352 2.582 -1.364
F: 0.328 1.823 -1.791
C: 0.963 -2.167 2.494
C: 0.062 -2.846 1.492
N: -0.887 -1.857 0.982
C: -1.911 -2.378 0.211
C: -1.771 -3.395 -0.745
F: -0.557 -3.898 -1.028
C: -2.821 -3.866 -1.515
F: -2.595 -4.811 -2.425
C: -4.086 -3.325 -1.387
F: -5.093 -3.760 -2.135
C: -4.275 -2.311 -0.463
F: -5.481 -1.775 -0.295
C: -3.216 -1.874 0.307
F: -3.486 -0.913 1.210
H: 3.520 -1.812 1.803
H: 3.206 -0.644 0.518
H: 2.519 -2.285 0.420
H: 2.881 -0.272 3.341
H: 1.200 0.238 3.431
H: 3.347 1.271 1.578
H: 2.328 2.145 2.697
H: 0.393 -1.802 3.346
H: 1.737 -2.844 2.864
H: -0.461 -3.679 1.974
H: 0.683 -3.286 0.704
C: -0.624 0.550 4.884
Se: -1.407 0.289 3.118
C: -2.190 2.062 2.935
C: -3.049 2.018 1.692
Se: -1.977 1.696 0.086
C: -1.282 3.513 0.067
H: 0.100 1.360 4.917
H: -0.160 -0.388 5.182
H: -1.449 0.763 5.560
H: -1.400 2.807 2.857
H: -2.790 2.262 3.823
H: -3.544 2.972 1.516
H: -3.806 1.240 1.744
H: -2.129 4.166 0.260
H: -0.895 3.726 -0.921
H: -0.509 3.644 0.818
N: -0.398 -2.544 -5.767
C: 0.607 -1.792 -5.295
S: 1.865 -1.290 -6.216
C: 0.487 -1.399 -3.855
C: -0.736 -1.233 -3.219
C: -0.774 -0.845 -1.895
N: 0.322 -0.628 -1.154
C: 1.499 -0.763 -1.782
C: 1.623 -1.137 -3.102
H: -0.360 -2.837 -6.730
H: -1.088 -2.966 -5.170
H: -1.680 -1.352 -3.734
H: -1.727 -0.686 -1.419
H: 2.382 -0.531 -1.220
H: 2.600 -1.216 -3.557

Calculated values
* LUMO (spin up / spin down): -3.1 / -4.1 eV
* spin multiplicity: 2
* net charge: +1
* orbital gap (spin up / spin down): 0.266 / 0.225 hartree
* energy relative to the best compared isomer or geometry (same formula, charge and spin): 2.8 kcal/mol

=====

2.
Density functional theory data (ωB97M-V/def2-TZVPD) for a cluster of 8 separate species, H16O8 in total at a distorted geometry.

Element x y z (Å)
O: -0.245 -3.007 -2.499
H: 0.381 -2.612 -1.891
H: -0.468 -3.848 -2.101
O: -0.224 0.445 -0.421
H: -0.251 0.770 0.479
H: -0.232 -0.508 -0.332
O: -3.046 0.808 -0.675
H: -2.153 0.488 -0.550
H: -3.110 0.981 -1.614
O: 0.720 2.413 -2.103
H: 0.228 1.746 -1.626
H: 1.572 2.440 -1.669
O: -2.002 -1.904 0.630
H: -2.608 -2.589 0.348
H: -2.560 -1.144 0.796
O: 1.236 2.371 1.458
H: 0.901 3.254 1.299
H: 1.950 2.269 0.828
O: 1.545 -2.039 -0.646
H: 2.119 -1.479 -1.169
H: 2.110 -2.383 0.045
O: 1.162 0.879 3.937
H: 1.100 1.317 3.088
H: 1.873 1.333 4.389

Calculated values
* LUMO (spin up / spin down): 3.1 / 3.0 eV
* spin multiplicity: 2
* net charge: -1
* orbital gap (spin up / spin down): 0.101 / 0.385 hartree
* energy relative to the best compared isomer or geometry (same formula, charge and spin): 4.9 kcal/mol

=====

3.
Density functional theory data (ωB97M-V/def2-TZVPD) for the molecule C5H8N2O2 at a distorted geometry.

Element x y z (Å)
O: 1.190 0.904 2.421
N: 1.554 0.425 1.343
O: 2.677 0.548 0.879
C: 0.670 -0.361 0.583
C: -0.685 -0.545 1.249
C: -0.795 0.713 0.452
C: -1.008 0.680 -1.041
C: -0.267 -0.664 -1.439
N: 0.930 -0.796 -0.663
H: -0.800 -0.209 2.267
H: -1.261 -1.367 0.882
H: -0.768 1.713 0.783
H: -0.584 1.411 -1.684
H: -2.000 0.600 -1.471
H: -0.742 -1.550 -1.010
H: 0.044 -0.842 -2.491
H: 1.847 -0.661 -1.059

Calculated values
* LUMO (spin up / spin down): 0.2 / 0.2 eV
* SMILES: O=[N+]([O-])[C@]12C[C@@H]1CCN2
* net charge: 0
* orbital gap (spin up / spin down): 0.310 / 0.310 hartree
* energy relative to the best compared isomer or geometry (same formula, charge and spin): 148.9 kcal/mol

=====

4.
Density functional theory data (ωB97M-V/def2-TZVPD) for a structure of composition C36H34BCsN11S2Sb at a distorted geometry.

Element x y z (Å)
Cs: -6.483 20.075 3.976
C: -5.561 23.046 -1.541
C: -5.317 22.696 -0.069
C: -4.754 21.555 0.476
C: -4.473 21.586 1.791
C: -4.842 22.619 2.616
C: -5.516 23.717 2.022
N: -5.800 23.694 0.726
Sb: -6.373 25.132 3.248
C: -8.294 24.187 3.069
C: -9.468 24.962 3.101
C: -10.642 24.389 2.656
C: -10.640 23.080 2.244
C: -9.449 22.344 2.431
C: -9.338 20.963 1.871
N: -8.318 22.882 2.815
C: -5.629 24.244 5.131
C: -4.502 24.844 5.647
C: -4.011 24.446 6.901
C: -4.629 23.384 7.513
C: -5.763 22.800 6.882
C: -6.485 21.788 7.689
N: -6.238 23.190 5.713
H: -4.775 23.706 -1.937
H: -5.481 22.152 -2.231
H: -6.510 23.504 -1.687
H: -4.380 20.763 -0.170
H: -3.929 20.751 2.185
H: -4.686 22.614 3.659
H: -9.393 26.037 3.397
H: -11.575 24.972 2.638
H: -11.546 22.599 1.885
H: -9.975 20.945 0.983
H: -8.344 20.759 1.479
H: -9.647 20.178 2.541
H: -3.992 25.666 5.167
H: -3.147 24.963 7.334
H: -4.281 23.068 8.455
H: -5.901 21.477 8.503
H: -7.351 22.226 8.145
H: -6.875 20.918 7.085
C: -11.252 20.391 6.710
C: -9.990 20.879 6.298
N: -9.256 19.888 5.818
N: -9.921 18.763 6.032
C: -11.131 19.045 6.444
B: -9.219 17.446 5.695
N: -8.683 17.383 4.272
C: -7.694 16.612 3.904
C: -7.779 16.476 2.547
C: -8.775 17.408 2.147
N: -9.346 17.944 3.255
N: -7.984 17.500 6.579
C: -7.920 17.480 7.927
C: -6.649 17.780 8.295
C: -6.006 18.152 7.106
N: -6.886 18.027 6.063
N: -10.159 16.295 5.820
C: -10.784 15.551 4.854
C: -11.412 14.513 5.511
C: -11.165 14.708 6.885
N: -10.424 15.800 7.080
H: -12.070 20.933 7.073
H: -9.581 21.889 6.170
H: -11.755 18.183 6.726
H: -7.099 16.103 4.649
H: -7.285 15.748 1.901
H: -9.149 17.559 1.171
H: -8.828 17.274 8.478
H: -6.240 17.817 9.286
H: -4.970 18.303 6.743
H: -10.746 15.779 3.814
H: -11.958 13.671 5.069
H: -11.381 14.108 7.782
S: -3.138 20.648 5.083
C: -2.134 19.167 4.903
C: -1.063 19.086 5.836
C: -0.384 17.923 5.966
C: -0.575 16.935 5.048
C: -1.420 17.008 4.030
C: -2.302 18.075 3.983
S: -3.602 18.072 2.844
H: -1.082 19.995 6.412
H: 0.398 17.777 6.728
H: -0.103 15.913 5.171
H: -1.639 16.250 3.326

Calculated values
* LUMO (spin up / spin down): 2.1 / 0.9 eV
* spin multiplicity: 2
* net charge: -1
* orbital gap (spin up / spin down): 0.247 / 0.201 hartree
* energy relative to the best compared isomer or geometry (same formula, charge and spin): 3.6 kcal/mol

=====

5.
Density functional theory data (ωB97M-V/def2-TZVPD) for a structure of composition C17H23N2V at a distorted geometry.

Element x y z (Å)
V: 0.309 -0.610 0.262
C: 1.467 -1.742 3.149
C: 1.122 -1.984 1.712
C: -0.209 -2.373 1.354
C: -0.521 -2.678 -0.013
C: 0.437 -2.508 -1.023
C: 1.750 -2.077 -0.687
C: 2.083 -1.854 0.688
H: 1.566 -2.686 3.697
H: 0.697 -1.136 3.628
H: 2.408 -1.196 3.230
H: -0.948 -2.499 2.132
H: -1.531 -2.962 -0.282
H: 0.174 -2.696 -2.057
H: 2.508 -1.975 -1.456
H: 3.081 -1.522 0.950
N: -2.087 0.385 -0.853
C: -2.361 1.224 -2.002
C: -1.115 1.978 -2.442
C: 0.104 1.099 -2.714
N: 0.878 0.886 -1.493
H: -2.915 -0.090 -0.515
H: -1.688 0.896 -0.052
H: -3.165 1.960 -1.841
H: -2.687 0.584 -2.832
H: -0.847 2.720 -1.683
H: -1.364 2.542 -3.346
H: 0.712 1.563 -3.504
H: -0.212 0.118 -3.080
H: 1.123 1.765 -1.052
H: 1.719 0.342 -1.644
C: -0.245 0.617 1.513
C: -0.620 1.114 2.770
C: -1.921 0.900 3.331
C: -2.276 1.384 4.572
C: -1.381 2.116 5.359
C: -0.097 2.330 4.846
C: 0.278 1.852 3.609
H: -2.642 0.337 2.745
H: -3.280 1.186 4.940
H: -1.667 2.490 6.334
H: 0.630 2.885 5.432
H: 1.281 2.036 3.237

Calculated values
* LUMO (spin up / spin down): 2.9 / 2.8 eV
* spin multiplicity: 4
* net charge: -1
* orbital gap (spin up / spin down): 0.133 / 0.165 hartree
* energy relative to the best compared isomer or geometry (same formula, charge and spin): 0.0 kcal/mol

=====

6.
Density functional theory data (ωB97M-V/def2-TZVPD) for the molecule C4H7N at a distorted geometry.

Element x y z (Å)
C: 0.896 -1.055 1.836
N: -0.368 -0.778 1.719
C: -0.767 -0.442 0.397
C: -0.320 0.675 -0.214
C: -0.447 1.054 -1.662
H: 1.252 -1.870 2.506
H: 1.599 -0.836 1.026
H: -0.807 -1.386 -0.164
H: 0.331 1.252 0.437
H: 0.538 1.442 -1.978
H: -1.210 1.819 -1.752
H: -0.697 0.124 -2.152

Calculated values
* LUMO: 0.7 eV
* SMILES: C=N/C=C/C
* net charge: 0
* orbital gap: 0.354 hartree
* energy relative to the best compared isomer or geometry (same formula, charge and spin): 57.6 kcal/mol

=====

7.
Density functional theory data (ωB97M-V/def2-TZVPD) for a cluster of 2 separate species, C21H32N3O in total at a distorted geometry.

Element x y z (Å)
C: 5.114 2.100 -2.555
C: 5.082 0.676 -2.004
C: 4.046 0.481 -0.900
N: 2.743 1.051 -1.243
C: 1.622 0.391 -0.925
C: 0.327 0.822 -1.170
C: -0.815 0.013 -0.839
C: -2.054 0.151 -1.653
C: -2.740 -0.960 -2.182
C: -3.927 -0.786 -2.897
C: -4.452 0.498 -3.092
C: -3.765 1.608 -2.588
C: -2.560 1.437 -1.900
C: 2.751 2.441 -1.683
C: 3.723 2.659 -2.842
H: 5.622 2.752 -1.834
H: 5.703 2.114 -3.476
H: 4.869 -0.030 -2.816
H: 6.063 0.407 -1.600
H: 3.903 -0.586 -0.697
H: 4.412 0.961 0.024
H: 1.769 -0.604 -0.478
H: 0.150 1.809 -1.608
H: -0.561 -1.027 -0.626
H: -2.331 -1.958 -2.008
H: -4.447 -1.657 -3.300
H: -5.393 0.633 -3.627
H: -4.157 2.616 -2.728
H: -2.000 2.298 -1.524
H: 1.747 2.749 -1.984
H: 3.066 3.078 -0.838
H: 3.781 3.733 -3.048
H: 3.313 2.183 -3.742
C: -1.275 -4.407 1.817
N: -0.881 -3.127 2.362
C: -0.061 -3.181 3.564
C: -1.380 -2.012 1.767
C: -0.935 -0.661 2.350
C: -1.473 -0.382 3.783
C: -2.227 0.950 3.682
C: -1.991 1.462 2.239
N: -1.385 0.384 1.531
O: -2.135 -2.091 0.804
H: -1.813 -4.235 0.884
H: -0.381 -5.016 1.638
H: -1.922 -4.945 2.524
H: 0.485 -2.244 3.727
H: -0.674 -3.395 4.456
H: 0.663 -3.998 3.448
H: 0.176 -0.699 2.367
H: -2.127 -1.185 4.145
H: -0.619 -0.292 4.464
H: -3.297 0.782 3.844
H: -1.868 1.666 4.427
H: -2.943 1.772 1.775
H: -1.344 2.360 2.276
H: -1.197 0.443 0.507

Calculated values
* LUMO: -4.8 eV
* net charge: +1
* orbital gap: 0.223 hartree
* energy relative to the best compared isomer or geometry (same formula, charge and spin): 77.7 kcal/mol

=====

8.
Density functional theory data (ωB97M-V/def2-TZVPD) for a cluster of 6 separate species, C35H63ClF5N6O8S in total at a distorted geometry.

Element x y z (Å)
N: 2.904 4.303 -3.437
C: 2.590 3.592 -2.499
O: 2.068 2.646 -1.605
C: 0.645 2.464 -1.670
N: -0.262 3.479 -2.289
C: -0.326 4.755 -1.492
C: -1.628 4.910 -0.551
N: -1.975 6.372 -0.511
C: -0.930 3.127 -3.408
C: -1.995 3.994 -4.204
F: -1.495 4.619 -5.399
F: -2.565 5.096 -3.439
C: -3.309 3.165 -4.679
C: -4.226 2.373 -3.679
C: -5.452 1.567 -4.244
C: -5.811 1.489 -5.771
C: -4.915 2.296 -6.759
C: -5.206 2.329 -8.353
F: -3.956 2.289 -9.077
F: -5.734 3.648 -8.625
F: -6.113 1.331 -8.777
C: -3.682 3.117 -6.210
C: -0.383 1.593 -3.634
C: -1.219 0.621 -4.615
C: -0.354 -0.579 -5.271
C: -1.268 -1.910 -5.489
Cl: -2.629 -1.458 -6.634
N: 0.906 1.759 -4.399
C: 0.804 2.513 -5.452
S: 0.729 2.952 -7.070
C: 0.028 1.020 -2.146
C: -1.422 0.636 -1.529
C: -1.536 0.706 0.067
O: -2.036 1.987 0.579
C: -0.223 0.339 0.912
N: -0.399 0.965 2.288
C: 1.172 -0.112 -2.063
C: 0.683 -1.598 -1.703
O: 0.332 -2.440 -2.828
C: 1.979 -2.327 -1.002
N: 1.730 -2.476 0.472
H: 0.346 2.566 -0.549
H: 0.640 4.846 -0.882
H: -0.304 5.624 -2.259
H: -2.497 4.236 -0.857
H: -1.310 4.603 0.513
H: -2.328 6.688 -1.429
H: -1.111 6.870 -0.239
H: -4.035 2.359 -2.548
H: -6.118 0.959 -3.540
H: -6.683 0.891 -6.198
H: -3.064 3.654 -7.025
H: -1.633 1.217 -5.522
H: -2.138 0.133 -4.129
H: 0.639 -0.793 -4.753
H: -0.079 -0.241 -6.349
H: -0.622 -2.797 -5.843
H: -1.728 -2.251 -4.482
H: -1.762 -0.432 -1.835
H: -2.276 1.313 -1.935
H: -2.349 -0.069 0.373
H: -3.022 1.979 0.603
H: 0.764 0.746 0.506
H: -0.129 -0.798 1.121
H: 0.475 0.726 2.783
H: -1.230 0.562 2.757
H: 1.797 -0.213 -3.038
H: 1.967 0.133 -1.252
H: -0.150 -1.685 -0.932
H: 1.186 -2.609 -3.310
H: 2.069 -3.395 -1.429
H: 2.968 -1.788 -1.247
H: 2.539 -2.952 0.900
H: 0.953 -3.163 0.537
C: 3.377 -0.225 5.924
C: 3.257 0.491 4.594
O: 1.949 0.319 4.060
H: 3.169 -1.293 5.806
H: 4.379 -0.105 6.343
H: 2.647 0.164 6.640
H: 3.973 0.085 3.876
H: 3.452 1.562 4.709
H: 1.320 0.689 4.699
C: -0.861 -2.181 7.731
C: -0.477 -1.515 6.425
O: -0.281 -0.120 6.623
H: -1.776 -1.738 8.133
H: -1.020 -3.253 7.591
H: -0.080 -2.036 8.483
H: -1.268 -1.643 5.683
H: 0.446 -1.946 6.023
H: 0.427 -0.014 7.274
C: 0.888 -7.224 2.349
C: 1.276 -6.560 1.043
O: 1.473 -5.162 1.242
H: -0.029 -6.781 2.748
H: 0.729 -8.296 2.209
H: 1.666 -7.080 3.104
H: 0.487 -6.688 0.299
H: 2.200 -6.991 0.645
H: 2.179 -5.057 1.895
C: -1.972 -4.025 3.579
C: -2.587 -4.268 2.215
O: -1.619 -4.049 1.196
H: -1.591 -3.002 3.651
H: -2.706 -4.184 4.373
H: -1.123 -4.694 3.746
H: -3.420 -3.584 2.044
H: -2.960 -5.294 2.132
H: -0.888 -4.666 1.349
C: 8.093 0.297 6.747
C: 7.247 1.086 5.767
O: 6.376 1.963 6.471
H: 7.457 -0.283 7.422
H: 8.765 -0.386 6.222
H: 8.690 0.968 7.371
H: 6.636 0.413 5.161
H: 7.877 1.679 5.096
H: 6.926 2.559 6.997

Calculated values
* LUMO: -4.9 eV
* net charge: +1
* orbital gap: 0.217 hartree
* energy relative to the best compared isomer or geometry (same formula, charge and spin): 234.3 kcal/mol

=====

Q: Which DFT total energy values were calculated for the entries above? A: -7613.15753; -611.49826; -455.12118; -3076.25933; -1714.96021; -211.26884; -1058.60910; -3658.83347, in a.u..